#w
DFT (the ωB97M-V functional and the def2-TZVPD basis) results for a cluster of 11 separate species, H22O11 in total.

Its molar mass is 198.2 g mol⁻¹. Its LUMO energy is -0.8 eV. As for the charge: 0. The SMILES is O.O.O.O.O.O.O.O.O.O.O. For the HOMO energy, the calculation gives -10.432 eV.

Last columns: bonded neighbours and bond lengths (Å).
Atoms and positions in Å:
1 O 1.765 2.055 -2.430  H2 0.836, H3 0.878
2 H 1.597 1.608 -1.745  O1 0.836
3 H 2.627 1.951 -2.560  O1 0.878
4 O 1.684 1.567 2.859  H5 1.011, H6 0.915
5 H 2.669 1.748 2.996  O4 1.011
6 H 1.788 0.813 2.351  O4 0.915
7 O -1.913 -0.744 2.070  H8 0.986, H9 0.922
8 H -1.315 -0.609 1.297  O7 0.986
9 H -1.514 -1.487 2.444  O7 0.922
10 O -0.512 -0.457 -0.335  H11 0.938, H12 0.967
11 H 0.235 -0.183 0.163  O10 0.938
12 H -0.180 -0.965 -1.088  O10 0.967
13 O 0.042 -1.917 -2.135  H14 1.038, H15 1.008
14 H 0.806 -1.415 -2.625  O13 1.038
15 H 0.144 -2.920 -2.112  O13 1.008
16 O -0.872 1.836 2.363  H17 0.960, H18 0.949
17 H 0.072 1.670 2.314  O16 0.960
18 H -1.441 1.095 2.195  O16 0.949
19 O -2.567 -1.706 -3.146  H20 0.955, H21 0.890
20 H -3.326 -1.166 -2.939  O19 0.955
21 H -1.960 -1.631 -2.499  O19 0.890
22 O 1.441 -0.311 1.017  H23 1.083, H24 0.864
23 H 0.909 -0.938 1.723  O22 1.083
24 H 2.167 -0.691 0.742  O22 0.864
25 O 0.142 -3.283 0.639  H26 0.885, H27 0.956
26 H 0.674 -3.592 0.003  O25 0.885
27 H -0.669 -2.822 0.433  O25 0.956
28 O -1.963 1.557 -1.500  H29 0.949, H30 0.879
29 H -1.469 2.364 -1.575  O28 0.949
30 H -1.598 0.818 -1.191  O28 0.879
31 O 1.080 2.558 0.369  H32 0.934, H33 1.005
32 H 0.205 2.823 0.559  O31 0.934
33 H 1.251 2.373 1.342  O31 1.005

=====

#x
DFT (the ωB97M-V functional and the def2-TZVPD basis) results for a cluster of 11 separate species, H22O11 in total.

Its molar mass is 198.2 g mol⁻¹. Its LUMO energy is 0.0 eV. As for the charge: 0. The SMILES is O.O.O.O.O.O.O.O.O.O.O. For the HOMO energy, the calculation gives -10.660 eV.

Last columns: bonded neighbours and bond lengths (Å).
Atoms and positions in Å:
1 O 2.104 -12.416 -8.115  H2 0.929, H3 0.937
2 H 1.865 -13.005 -8.793  O1 0.929
3 H 1.737 -11.609 -8.418  O1 0.937
4 O -0.919 -10.992 -5.303  H5 0.934, H6 0.967
5 H -0.901 -11.827 -4.884  O4 0.934
6 H -1.064 -10.320 -4.623  O4 0.967
7 O -3.418 -12.942 -9.824  H8 0.971, H9 0.932
8 H -2.912 -13.729 -9.563  O7 0.971
9 H -2.945 -12.658 -10.575  O7 0.932
10 O 3.956 -13.530 -6.740  H11 0.962, H12 0.980
11 H 3.156 -13.167 -7.132  O10 0.962
12 H 4.433 -13.841 -7.538  O10 0.980
13 O -0.251 -12.348 -9.693  H14 0.946, H15 0.937
14 H -0.376 -13.266 -9.882  O13 0.946
15 H -0.928 -12.067 -9.110  O13 0.937
16 O -1.724 -13.890 -4.872  H17 0.972, H18 0.963
17 H -1.459 -14.124 -5.777  O16 0.972
18 H -2.535 -14.359 -4.651  O16 0.963
19 O 1.346 -13.288 -5.198  H20 0.945, H21 0.962
20 H 1.826 -14.089 -5.341  O19 0.945
21 H 1.968 -12.632 -5.527  O19 0.962
22 O -2.112 -11.842 -7.698  H23 0.993, H24 0.950
23 H -1.833 -11.368 -6.871  O22 0.993
24 H -2.565 -12.641 -7.455  O22 0.950
25 O -2.475 -16.514 -8.225  H26 0.910, H27 0.954
26 H -2.473 -17.279 -8.718  O25 0.910
27 H -1.729 -16.641 -7.644  O25 0.954
28 O -0.508 -14.031 -7.149  H29 0.984, H30 0.947
29 H 0.323 -13.876 -6.645  O28 0.984
30 H -0.592 -13.376 -7.828  O28 0.947
31 O -1.347 -14.754 -10.173  H32 0.949, H33 0.948
32 H -1.697 -15.313 -9.491  O31 0.949
33 H -1.500 -15.023 -11.069  O31 0.948

=====

#y
DFT (the ωB97M-V functional and the def2-TZVPD basis) results for a cluster of 11 separate species, H22O11 in total.

Its molar mass is 198.2 g mol⁻¹. Its LUMO energy is -0.3 eV. As for the charge: 0. The SMILES is O.O.O.O.O.O.O.O.O.O.O. For the HOMO energy, the calculation gives -9.998 eV.

Last columns: bonded neighbours and bond lengths (Å).
Atoms and positions in Å:
1 O 0.094 0.389 0.494  H2 0.971, H3 0.934
2 H 0.283 1.341 0.501  O1 0.971
3 H -0.241 0.289 -0.371  O1 0.934
4 O -2.711 -1.820 -4.151  H5 1.016, H6 0.968
5 H -2.753 -1.800 -3.135  O4 1.016
6 H -3.608 -1.950 -4.493  O4 0.968
7 O 0.648 2.087 -2.257  H8 0.909, H9 0.970
8 H 0.405 2.937 -2.469  O7 0.909
9 H -0.206 1.655 -2.098  O7 0.970
10 O -3.491 -3.019 0.062  H11 0.957, H12 1.001
11 H -3.648 -2.940 -0.878  O10 0.957
12 H -2.737 -2.447 0.388  O10 1.001
13 O 1.711 -3.250 0.675  H14 0.935, H15 0.952
14 H 1.277 -4.004 1.018  O13 0.935
15 H 1.087 -2.744 0.163  O13 0.952
16 O 2.044 1.342 3.409  H17 0.969, H18 0.935
17 H 2.734 1.987 3.191  O16 0.969
18 H 1.798 1.508 4.295  O16 0.935
19 O 2.267 0.364 0.101  H20 0.958, H21 0.942
20 H 1.762 -0.343 0.505  O19 0.958
21 H 3.064 0.446 0.596  O19 0.942
22 O 0.539 -1.378 3.104  H23 0.967, H24 1.020
23 H 0.818 -0.452 3.087  O22 0.967
24 H -0.280 -1.419 3.711  O22 1.020
25 O -2.551 3.084 -2.783  H26 0.976, H27 1.016
26 H -3.437 2.727 -2.580  O25 0.976
27 H -1.788 2.533 -2.400  O25 1.016
28 O -1.537 2.247 3.312  H29 0.973, H30 0.960
29 H -1.343 2.601 4.197  O28 0.973
30 H -2.493 2.317 3.259  O28 0.960
31 O 4.281 -0.552 -2.586  H32 0.977, H33 0.909
32 H 4.604 -0.974 -3.407  O31 0.977
33 H 3.406 -0.763 -2.461  O31 0.909

=====

#z
DFT (the ωB97M-V functional and the def2-TZVPD basis) results for a cluster of 11 separate species, H22O11 in total.

Its molar mass is 198.2 g mol⁻¹. Its LUMO energy is -0.2 eV. As for the charge: 0. For the HOMO energy, the calculation gives -9.939 eV.

Last columns: bonded neighbours and bond lengths (Å).
Atoms and positions in Å:
1 O 0.537 0.122 0.428  H2 1.003, H3 1.155, H4 1.048
2 H 1.366 -0.388 0.670  O1 1.003
3 H 0.105 0.173 -0.642  O1 1.155
4 H -0.243 -0.169 1.064  O1 1.048
5 O -0.062 0.084 -2.134  H6 0.912
6 H 0.153 0.179 -3.015  O5 0.912
7 O 2.061 1.602 -1.818  H8 1.015, H9 1.013
8 H 2.136 1.916 -2.780  O7 1.015
9 H 1.254 1.019 -2.007  O7 1.013
10 O 1.417 -1.994 -1.685  H11 0.967, H12 1.105
11 H 2.281 -2.171 -2.083  O10 0.967
12 H 0.986 -0.993 -1.867  O10 1.105
13 O -2.377 0.183 0.011  H14 0.945, H15 0.986
14 H -2.481 -0.411 -0.716  O13 0.945
15 H -3.271 0.593 0.077  O13 0.986
16 O -0.776 -1.730 1.733  H17 1.019, H18 1.053
17 H -1.757 -1.524 1.911  O16 1.019
18 H -0.785 -2.783 1.775  O16 1.053
19 O 2.938 -0.852 1.088  H20 0.956, H21 1.057
20 H 2.793 -0.978 2.025  O19 0.956
21 H 3.637 -1.499 0.631  O19 1.057
22 O -1.344 2.888 -2.358  H23 0.934, H24 0.928
23 H -2.212 3.100 -2.085  O22 0.934
24 H -1.220 1.973 -2.272  O22 0.928
25 O 1.748 0.440 3.930  H26 0.946, H27 1.000
26 H 1.754 -0.491 4.096  O25 0.946
27 H 1.069 0.686 3.238  O25 1.000
28 O -2.435 -1.107 -2.310  H29 0.943, H30 0.996
29 H -2.006 -1.945 -2.268  O28 0.943
30 H -1.766 -0.424 -2.031  O28 0.996
31 O -0.846 1.247 3.177  H32 1.009, H33 0.977
32 H -1.414 1.425 2.362  O31 1.009
33 H -1.243 1.826 3.856  O31 0.977

=====

What is the least stable structure shown above? It is #w.